Record 1
ORCA calculation (ωB97M-V/def2-TZVPD) on an isolated molecule of CHClO3.

```
! wB97M-V def2-TZVPD RIJCOSX def2/J DEFGRID3
* xyz 0 1
O -2.686 -1.765 -0.029
C -2.600 -0.604 0.099
Cl -3.839 0.555 0.074
O -1.366 0.117 0.352
O -0.216 -0.680 0.228
H 0.452 -0.017 -0.023
*
```

SMILES ... O=C(Cl)OO
E_LUMO ... 0.603 eV
Kohn-Sham gap ... 11.589 eV

***

Record 2
ORCA calculation (ωB97M-V/def2-TZVPD) on a cluster of 2 separate species, CHClO3S in total.

```
! wB97M-V def2-TZVPD RIJCOSX def2/J DEFGRID3
* xyz 0 1
C 0.332 1.279 -1.717
O -0.616 1.940 -1.788
O -0.190 0.416 1.642
O 1.280 0.674 -1.663
S -0.146 -0.994 1.910
Cl 0.722 -1.780 0.253
H -1.382 -1.534 1.362
*
```

E_LUMO ... -0.020 eV
Kohn-Sham gap ... 10.495 eV

***

no.,E (hartree)
1,-724.52061
2,-1122.79582